ORCA calculation (the ωB97M-V functional and the def2-TZVPD basis) on a molecular structure, C42H53Cl5N8O3Y in a non-equilibrium geometry.

Element x y z (Å)
1 Y -0.9449 1.3538 0.3460
2 C -3.9871 2.8526 -0.5594
3 N -2.8544 2.2847 -1.2591
4 C -2.4498 3.2227 -2.3308
5 C -3.3368 1.0424 -1.8687
6 C -2.1796 0.3257 -2.5668
7 C -2.2385 -0.2845 -3.7991
8 C -1.0913 -0.8680 -4.3586
9 C 0.1369 -0.8617 -3.7523
10 C 0.1421 -0.2852 -2.4776
11 C -0.9280 0.3389 -1.8389
12 H -4.7796 3.0459 -1.2615
13 H -3.7859 3.7587 -0.0205
14 H -4.3857 2.1247 0.1287
15 H -3.1897 3.1964 -3.1309
16 H -1.4534 2.9935 -2.6250
17 H -2.4794 4.2298 -1.8374
18 H -4.1351 1.2624 -2.6338
19 H -3.7773 0.4880 -1.0474
20 H -3.1711 -0.2789 -4.3446
21 H -1.2152 -1.2545 -5.3864
22 H 1.0355 -1.3972 -4.0763
23 H 1.1489 -0.3255 -2.0496
24 Cl 1.2779 -1.5014 0.7239
25 C 1.2944 -0.5170 2.1799
26 C 0.8628 0.8023 2.0714
27 C 1.0697 1.6072 3.1710
28 Cl 0.6337 3.2601 2.9901
29 C 1.5201 1.1567 4.4321
30 Cl 1.4449 2.1368 5.8157
31 C 1.8922 -0.1928 4.5160
32 Cl 2.2396 -0.9150 6.0096
33 C 1.8593 -0.9906 3.3648
34 Cl 2.5026 -2.6214 3.4737
35 C 2.9737 -5.1218 0.7733
36 C 3.4236 -5.4296 -0.6916
37 N 3.5012 -4.1906 -1.4929
38 C 4.6486 -3.2766 -1.3255
39 C 4.3312 -2.0106 -0.5072
40 C 2.5982 -3.8444 -2.4775
41 O 2.8030 -2.9404 -3.2615
42 C 1.4518 -4.7534 -2.7209
43 C 1.4750 -5.4986 -3.9318
44 C 0.4788 -6.3652 -4.2652
45 C -0.5148 -6.5872 -3.3466
46 N -0.5411 -5.9473 -2.1581
47 C 0.3866 -5.0115 -1.8653
48 H 2.9983 -5.9857 1.5200
49 H 1.9494 -4.7177 0.8077
50 H 3.6313 -4.4331 1.3176
51 H 2.7914 -6.1838 -1.1449
52 H 4.4363 -5.7571 -0.6049
53 H 4.9550 -2.8708 -2.3307
54 H 5.5025 -3.7930 -0.8378
55 H 3.5544 -1.3716 -0.9621
56 H 5.2265 -1.4098 -0.4511
57 H 4.1881 -2.2597 0.5266
58 H 2.2683 -5.3472 -4.6731
59 H 0.5283 -6.9306 -5.1512
60 H -1.2885 -7.2757 -3.5819
61 H 0.3052 -4.4767 -0.9920
62 C -2.2919 -5.0024 2.2278
63 C -2.1837 -3.6054 1.7020
64 C -1.7888 -2.6371 2.6141
65 C -1.6995 -1.2995 2.2079
66 N -2.0086 -0.9464 1.0029
67 C -2.3564 -1.8460 0.0901
68 C -2.3674 -3.2086 0.3578
69 H -3.0971 -4.9874 2.9358
70 H -1.3960 -5.3110 2.8079
71 H -2.3354 -5.8079 1.4940
72 H -1.6087 -2.9503 3.6185
73 H -1.3159 -0.4789 2.7978
74 H -2.4945 -1.4769 -0.9101
75 H -2.5481 -3.9952 -0.3808
76 C -1.5790 5.2166 1.1729
77 N -2.1909 4.7655 2.4499
78 C -2.9703 5.7516 3.1604
79 C -3.7592 5.1979 4.3090
80 C -3.0085 4.0473 4.9287
81 N -2.6956 3.0167 3.9040
82 C -2.9322 1.5887 4.1978
83 C -2.3083 3.4574 2.6830
84 O -2.0564 2.5852 1.7868
85 H -1.4616 4.4750 0.4597
86 H -0.5101 5.4932 1.3755
87 H -2.1716 6.0640 0.7341
88 H -3.6083 6.2452 2.4549
89 H -2.2932 6.5946 3.4273
90 H -4.7388 4.7945 3.9764
91 H -3.9305 5.8753 5.1437
92 H -3.6077 3.5699 5.6980
93 H -2.1333 4.5019 5.4362
94 H -3.2405 1.0667 3.2555
95 H -3.6454 1.4858 4.9756
96 H -2.0781 1.1012 4.6981
97 N 0.3129 3.2227 -0.4494
98 C 1.3138 3.0668 -1.0198
99 N 2.4594 2.8650 -1.5568
100 C 3.6660 3.5288 -0.9277
101 C 4.4246 4.2405 -2.0070
102 O 4.6565 3.3530 -3.0900
103 C 3.5058 3.0445 -3.7543
104 C 2.6684 2.1086 -2.8103
105 H 4.2589 2.6909 -0.5771
106 H 3.3667 4.1534 -0.1417
107 H 5.3480 4.6651 -1.6675
108 H 3.8368 5.0500 -2.4797
109 H 3.7922 2.3683 -4.5951
110 H 2.9077 3.8604 -4.1134
111 H 3.3805 1.2937 -2.5350
112 H 1.7734 1.7470 -3.2381

As for the spin multiplicity: 1. For the HOMO-LUMO gap, the calculation gives 8.81 eV. For the LUMO energy, the calculation gives -1.67 eV. The calculation puts the energy relative to the best compared isomer or geometry (same formula, charge and spin) at 219.6 kJ/mol. Its maximum force is 3.7 eV/A. The net charge is +1.

These are the Löwdin partial charges, in e, on atoms 1 to 99:
1. Y 1.465
2. C -0.110
3. N -0.329
4. C -0.056
5. C -0.190
6. C -0.283
7. C -0.055
8. C -0.092
9. C -0.087
10. C -0.190
11. C -0.222
12. H 0.093
13. H 0.072
14. H 0.087
15. H 0.100
16. H 0.060
17. H 0.098
18. H 0.141
19. H 0.105
20. H 0.106
21. H 0.110
22. H 0.097
23. H 0.057
24. Cl 0.727
25. C -0.704
26. C -0.289
27. C -0.714
28. Cl 0.751
29. C -0.726
30. Cl 0.708
31. C -0.730
32. Cl 0.717
33. C -0.666
34. Cl 0.664
35. C -0.087
36. C -0.164
37. N -0.041
38. C -0.181
39. C -0.109
40. C -0.430
41. O 0.059
42. C -0.115
43. C 0.004
44. C -0.065
45. C -0.126
46. N 0.073
47. C -0.086
48. H 0.095
49. H 0.045
50. H 0.036
51. H 0.114
52. H 0.101
53. H 0.127
54. H 0.129
55. H 0.045
56. H 0.067
57. H 0.032
58. H 0.133
59. H 0.098
60. H 0.098
61. H 0.073
62. C -0.035
63. C -0.243
64. C 0.000
65. C -0.182
66. N -0.028
67. C -0.117
68. C 0.023
69. H 0.083
70. H 0.098
71. H 0.087
72. H 0.116
73. H 0.087
74. H 0.089
75. H 0.122
76. C -0.028
77. N -0.059
78. C -0.159
79. C -0.149
80. C -0.133
81. N -0.042
82. C -0.001
83. C -0.511
84. O -0.206
85. H -0.008
86. H 0.097
87. H 0.117
88. H 0.113
89. H 0.145
90. H 0.135
91. H 0.127
92. H 0.122
93. H 0.140
94. H 0.099
95. H 0.072
96. H 0.097
97. N 0.116
98. C -0.234
99. N -0.040